# 1
Density functional theory data (wB97M-V/def2-TZVPD) for 3 unconnected molecules or ions with the total composition C42H66BBr2F3N3O11 at a distorted geometry.

- ΔE to the lowest compared entry with this formula, charge and spin (kJ/mol) = 459.71
- <S²> = 2.009
- total energy (Eh) = -8103.90633
- total charge = +1
- gap between HOMO and LUMO (spin up / spin down) (eV) = 5.05 / 5.74
- HOMO level (spin up / spin down) (eV) = -9.76 / -10.45
- multiplicity = 3
- LUMO level (spin up / spin down) (eV) = -4.71 / -4.71
- maximum force (eV/A) = 3.6

Element x y z (Å)
C1 1.512 6.000 -3.100
C2 2.647 5.121 -2.385
O1 2.899 3.991 -3.233
C3 3.975 4.226 -4.171
C4 3.551 3.495 -5.512
O2 3.694 2.077 -5.397
C5 2.466 1.412 -5.107
C6 2.337 0.952 -3.593
O3 1.820 -0.382 -3.442
C7 0.398 -0.432 -3.393
C8 -0.190 -0.513 -1.947
C9 0.367 -1.589 -1.097
C10 1.462 -2.579 -1.567
O4 2.532 -2.490 -1.033
O5 1.192 -3.530 -2.528
C11 2.406 -3.988 -3.153
O6 2.961 -5.041 -2.353
C12 4.150 -5.512 -2.863
F1 4.223 -5.521 -4.226
F2 4.281 -6.800 -2.411
F3 5.193 -4.757 -2.378
C13 -0.154 -1.708 0.272
Br1 0.603 -3.088 1.410
C14 -1.219 -0.801 0.722
B1 -1.724 -1.026 2.270
O7 -1.591 -0.038 3.255
O8 -2.261 -2.268 2.560
C15 -2.274 -2.575 3.983
C16 -0.860 -2.858 4.604
N1 -1.761 0.186 -0.107
C17 -2.867 1.032 0.423
O9 -2.398 1.981 1.391
C18 -2.098 3.220 0.790
C19 -3.154 4.143 0.357
C20 -2.825 5.438 -0.242
C21 -1.407 5.786 -0.371
C22 -0.359 4.868 0.081
C23 -0.665 3.558 0.662
C24 -1.247 0.342 -1.395
Br2 -1.905 1.738 -2.604
H1 1.026 5.332 -3.856
H2 1.990 6.907 -3.556
H3 0.747 6.264 -2.326
H4 3.570 5.727 -2.190
H5 2.307 4.709 -1.398
H6 4.074 5.334 -4.299
H7 4.889 3.719 -3.764
H8 2.544 3.837 -5.865
H9 4.292 3.846 -6.290
H10 1.548 2.014 -5.347
H11 2.437 0.486 -5.757
H12 1.768 1.684 -2.956
H13 3.386 0.944 -3.174
H14 -0.005 0.394 -4.028
H15 0.103 -1.395 -3.908
H16 2.088 -4.343 -4.174
H17 3.141 -3.158 -3.332
H18 -0.721 0.396 3.217
H19 -2.856 -3.536 4.084
H20 -2.863 -1.812 4.567
H21 -0.360 -3.767 4.168
H22 -1.039 -3.114 5.690
H23 -0.181 -1.965 4.616
H24 -3.382 1.629 -0.368
H25 -3.675 0.407 0.902
H26 -4.244 3.893 0.474
H27 -3.633 6.133 -0.568
H28 -1.110 6.766 -0.812
H29 0.708 5.170 0.002
H30 0.101 2.825 1.008
C25 -9.211 7.116 0.495
C26 -8.846 5.623 0.286
C27 -10.074 4.734 0.560
C28 -10.399 4.567 2.041
C29 -9.166 4.126 2.822
C30 -7.957 5.047 2.598
N2 -7.677 5.277 1.149
O10 -7.122 4.173 0.662
C31 -8.200 6.391 3.318
C32 -6.739 4.457 3.335
C33 -8.525 5.522 -1.218
H31 -8.348 7.698 0.826
H32 -9.552 7.584 -0.431
H33 -10.020 7.257 1.213
H34 -9.907 3.736 0.136
H35 -10.950 5.138 0.043
H36 -10.801 5.497 2.452
H37 -11.189 3.820 2.157
H38 -9.411 4.083 3.887
H39 -8.913 3.100 2.529
H40 -7.392 7.098 3.118
H41 -8.243 6.245 4.401
H42 -9.141 6.868 3.054
H43 -6.502 3.443 3.010
H44 -6.930 4.401 4.409
H45 -5.852 5.080 3.191
H46 -7.651 6.122 -1.481
H47 -9.368 5.876 -1.814
H48 -8.342 4.493 -1.538
C34 6.817 -5.519 0.345
C35 7.134 -7.026 0.138
C36 5.892 -7.878 0.464
C37 5.615 -8.021 1.958
C38 6.863 -8.488 2.700
C39 8.088 -7.603 2.424
N3 8.321 -7.395 0.964
O11 8.829 -8.518 0.470
C40 7.906 -6.245 3.138
C41 9.315 -8.218 3.123
C42 7.402 -7.151 -1.374
H49 7.708 -4.961 0.640
H50 6.457 -5.045 -0.567
H51 6.037 -5.349 1.090
H52 6.017 -8.883 0.045
H53 5.011 -7.455 -0.027
H54 5.253 -7.075 2.372
H55 4.810 -8.745 2.109
H56 6.654 -8.514 3.773
H57 7.077 -9.523 2.409
H58 8.726 -5.562 2.901
H59 7.899 -6.379 4.222
H60 6.969 -5.745 2.901
H61 9.513 -9.241 2.801
H62 9.160 -8.259 4.204
H63 10.212 -7.621 2.940
H64 8.283 -6.578 -1.672
H65 6.552 -6.782 -1.944
H66 7.546 -8.188 -1.687

Löwdin population analysis, charges in e, atoms 1 to 99: -0.049 -0.241 -0.228 -0.147 -0.173 -0.136 -0.172 -0.147 -0.159 -0.181 -0.067 0.003 -0.454 0.144 0.057 -0.134 0.081 -0.593 0.154 0.142 0.131 -0.410 0.956 0.011 -0.606 0.160 0.027 -0.203 -0.097 0.018 -0.130 -0.068 -0.260 -0.003 -0.044 -0.072 -0.070 0.005 -0.422 0.881 0.081 0.079 0.040 0.121 0.096 0.129 0.137 0.128 0.134 0.123 0.140 0.122 0.147 0.091 0.154 0.165 0.165 0.130 0.135 0.135 0.062 0.094 0.079 0.102 0.177 0.115 0.110 0.099 0.084 0.113 -0.035 -0.480 -0.135 -0.178 -0.136 -0.490 -0.058 -0.046 -0.039 -0.047 -0.050 0.087 0.082 0.071 0.124 0.128 0.104 0.116 0.126 0.124 0.092 0.090 0.060 0.073 0.087 0.087 0.088 0.087 0.075

***

# 2
Density functional theory data (wB97M-V/def2-TZVPD) for a molecular structure, C42H68BN8S4SbTi at a distorted geometry.

- <S²> = 0.760
- total energy (Eh) = -4785.81051
- total charge = +3
- gap between HOMO and LUMO (spin up / spin down) (eV) = 7.02 / 5.17
- HOMO level (spin up / spin down) (eV) = -15.68 / -15.62
- multiplicity = 2
- LUMO level (spin up / spin down) (eV) = -8.66 / -10.45
- maximum force (eV/A) = 3.3

Element x y z (Å)
Ti1 0.273 -0.123 0.474
C1 0.878 1.340 -4.435
C2 0.673 -0.037 -3.923
C3 0.307 -1.100 -4.715
C4 0.088 -2.371 -4.128
N1 0.202 -2.536 -2.835
N2 0.606 -1.541 -2.066
B1 0.946 -1.904 -0.617
N3 0.124 -3.107 -0.201
N4 0.705 -4.280 -0.047
C5 -0.025 -5.363 0.080
C6 -1.435 -5.289 -0.026
C7 -2.060 -4.064 -0.072
C8 -3.536 -3.916 -0.076
C9 -1.214 -2.931 -0.095
S1 -1.796 -1.319 0.073
C10 0.670 -6.678 0.322
C11 0.557 -7.522 -0.955
C12 -0.011 -7.417 1.483
C13 2.144 -6.458 0.656
N5 2.460 -2.150 -0.500
N6 2.934 -3.017 -1.371
C14 4.199 -3.359 -1.348
C15 5.070 -2.794 -0.388
C16 4.599 -1.880 0.527
C17 5.454 -1.287 1.583
C18 3.216 -1.558 0.439
S2 2.438 -0.455 1.500
C19 4.687 -4.340 -2.381
C20 5.557 -3.569 -3.389
C21 3.508 -4.978 -3.113
C22 5.537 -5.436 -1.732
C23 0.863 -0.305 -2.538
S3 1.464 0.861 -1.431
C24 -0.245 -3.596 -4.938
C25 0.975 -3.905 -5.821
C26 -0.524 -4.769 -3.996
C27 -1.474 -3.325 -5.814
H1 0.459 1.472 -5.429
H2 1.943 1.563 -4.486
H3 0.433 2.063 -3.752
H4 0.190 -0.958 -5.777
H5 -2.032 -6.186 -0.031
H6 -4.006 -4.798 0.347
H7 -3.898 -3.805 -1.098
H8 -3.836 -3.032 0.480
H9 -0.479 -7.652 -1.252
H10 0.986 -8.507 -0.781
H11 1.095 -7.050 -1.773
H12 -0.993 -7.785 1.206
H13 -0.111 -6.776 2.356
H14 0.596 -8.275 1.761
H15 2.623 -5.840 -0.100
H16 2.647 -7.422 0.704
H17 2.254 -5.969 1.621
H18 6.109 -3.084 -0.381
H19 6.506 -1.470 1.383
H20 5.200 -1.741 2.542
H21 5.291 -0.216 1.678
H22 5.001 -2.757 -3.854
H23 5.879 -4.258 -4.168
H24 6.445 -3.161 -2.912
H25 2.840 -4.213 -3.497
H26 2.943 -5.620 -2.444
H27 3.870 -5.580 -3.941
H28 6.465 -5.047 -1.327
H29 5.792 -6.170 -2.493
H30 4.990 -5.939 -0.940
H31 1.870 -4.018 -5.216
H32 1.146 -3.122 -6.554
H33 0.809 -4.836 -6.354
H34 0.341 -4.978 -3.372
H35 -0.760 -5.654 -4.579
H36 -1.372 -4.539 -3.354
H37 -1.257 -2.602 -6.596
H38 -2.302 -2.960 -5.208
H39 -1.788 -4.246 -6.299
C28 -5.085 4.426 -2.553
C29 -4.600 3.753 -1.328
C30 -5.309 3.686 -0.150
C31 -4.785 2.940 0.918
N7 -3.607 2.329 0.821
C32 -2.902 2.438 -0.285
S4 -1.333 1.788 -0.453
N8 -3.397 3.126 -1.359
C33 -5.534 2.803 2.185
H40 -5.946 5.054 -2.340
H41 -5.391 3.679 -3.288
H42 -4.306 5.034 -3.010
H43 -6.263 4.175 -0.049
H44 -2.845 3.158 -2.211
H45 -6.535 2.428 1.974
H46 -5.662 3.780 2.654
H47 -5.018 2.134 2.865
C34 2.312 0.088 4.833
C35 1.123 1.015 4.934
C36 1.524 2.462 5.098
Sb1 -0.248 0.752 3.157
C37 -1.181 -1.211 3.697
C38 -0.324 -2.338 3.133
C39 -1.364 -1.346 5.196
C40 -1.873 2.274 3.364
C41 -2.462 2.268 4.757
C42 -1.347 3.631 2.922
H48 2.912 0.174 5.737
H49 2.948 0.356 3.990
H50 2.008 -0.955 4.738
H51 0.464 0.715 5.751
H52 2.059 2.841 4.229
H53 2.194 2.548 5.952
H54 0.666 3.099 5.300
H55 -2.158 -1.197 3.200
H56 0.557 -2.503 3.755
H57 0.028 -2.111 2.108
H58 -0.892 -3.270 3.108
H59 -0.412 -1.476 5.705
H60 -1.977 -2.215 5.422
H61 -1.866 -0.479 5.616
H62 -2.619 1.938 2.639
H63 -1.721 2.473 5.526
H64 -2.938 1.314 4.972
H65 -3.226 3.040 4.827
H66 -0.632 4.044 3.630
H67 -2.178 4.332 2.842
H68 -0.866 3.571 1.941

Löwdin population analysis, charges in e, atoms 1 to 99: 0.144 -0.033 -0.208 0.119 -0.171 0.200 -0.007 -0.688 -0.001 0.217 -0.169 0.112 -0.219 -0.025 -0.538 0.796 -0.543 -0.014 -0.023 -0.040 0.002 0.195 -0.172 0.118 -0.205 -0.028 -0.519 0.751 -0.542 -0.016 -0.042 -0.020 -0.532 0.783 -0.540 -0.008 -0.042 -0.021 0.100 0.108 0.076 0.141 0.142 0.101 0.108 0.067 0.088 0.104 0.074 0.085 0.094 0.102 0.050 0.102 0.093 0.140 0.101 0.108 0.085 0.092 0.100 0.090 0.046 0.068 0.104 0.085 0.103 0.084 0.064 0.091 0.105 0.065 0.100 0.080 0.085 0.094 0.100 0.016 -0.225 0.068 -0.257 0.110 -0.707 0.620 0.130 0.010 0.104 0.111 0.104 0.141 0.158 0.107 0.112 0.080 -0.159 -0.492 -0.128 1.544 -0.521

***

total energy of number 1 (C42H66BBr2F3N3O11)? -8103.90633 Eh